# 1
Molecular formula: CH4N3O2
Method: DFT, the ωB97M-V functional and the def2-TZVPD basis

## Properties
structure (SMILES)	CNN=[N+]([O-])[O-]
orbital gap	0.268	Ha
charge	-1

Atoms and positions in Å:
C1 -0.41147 -0.37931 0.13782
N1 0.97419 -0.02964 -0.91349
N2 2.00520 -0.75964 -0.43896
N3 2.96587 -0.02128 0.01597
O1 2.96894 1.22519 -0.08088
O2 3.94647 -0.57394 0.56200
H1 -1.39474 -0.29592 -0.35619
H2 -0.10848 -1.34792 0.33706
H3 -0.37048 0.35572 0.98835
H4 1.06473 1.07373 -0.80646

The net atomic charges from Mulliken, expressed in e, are: -0.68 -0.35 -0.56 1.16 -0.79 -0.80 0.25 0.32 0.18 0.27

# 2
Molecular formula: C6H10N2O
Method: DFT, the ωB97M-V functional and the def2-TZVPD basis

## Properties
orbital gap (spin up / spin down)	0.322 / 0.322	Ha
charge	0

Atoms and positions in Å:
C1 3.05171 1.80565 0.41664
C2 3.83086 1.11830 1.26241
C3 2.36441 1.09530 -0.66706
C4 4.03650 -0.30184 1.26039
C5 2.21837 -0.17378 -0.70300
C6 -3.77627 -1.71405 -0.69385
N1 3.47626 -1.09441 0.44133
N2 -4.70287 -0.69066 -1.12989
O1 3.51720 -2.29676 0.27102
H1 3.25699 2.91070 0.39230
H2 4.40823 1.73997 2.05106
H3 1.88278 1.78201 -1.39228
H4 4.44925 -0.62733 2.10229
H5 1.68776 -0.94084 -1.20873
H6 -4.15937 -2.62497 -1.13639
H7 -2.94933 -1.69303 -1.41517
H8 -3.65158 -1.73769 0.34122
H9 -4.40269 0.32302 -1.02654
H10 -5.57228 -0.77407 -0.67997

The net atomic charges from Mulliken, expressed in e, are: -0.24 -0.27 -0.28 -0.19 -0.39 -0.73 0.28 -0.54 -0.63 0.29 0.21 0.31 0.46 0.45 0.30 0.30 0.27 0.21 0.19

# 3
Molecular formula: C4H11NO
Method: DFT, the ωB97M-V functional and the def2-TZVPD basis

## Properties
structure (SMILES)	C[C@H](O)CCN
orbital gap	0.377	Ha
charge	0

Atoms and positions in Å:
C1 -2.18951 -0.29069 0.33424
C2 -0.81550 0.03115 -0.20771
O1 -0.68832 -0.52347 -1.51495
C3 0.34978 -0.36937 0.71972
C4 1.71990 -0.30395 0.01223
N1 2.11444 1.04177 -0.41794
H1 -2.47785 -1.33103 0.17285
H2 -2.94924 0.33073 -0.13125
H3 -2.23878 -0.06433 1.40095
H4 -0.80445 1.13368 -0.28064
H5 -0.22185 0.10551 -2.07676
H6 0.33842 0.30093 1.57825
H7 0.11354 -1.39755 1.01873
H8 2.46932 -0.59026 0.76256
H9 1.76748 -1.14114 -0.67687
H10 1.51241 1.47030 -1.11219
H11 2.00021 1.59772 0.41878

The net atomic charges from Mulliken, expressed in e, are: -1.46 0.44 -0.57 -0.50 -0.77 -0.57 0.37 0.36 0.35 0.16 0.34 0.34 0.33 0.33 0.32 0.27 0.27

# 4
Molecular formula: C4H12O2
Method: DFT, the ωB97M-V functional and the def2-TZVPD basis

## Properties
orbital gap	0.372	Ha
charge	0

Atoms and positions in Å:
C1 0.84676 1.06325 1.90457
O1 1.40949 1.99229 2.64581
O2 -0.27891 0.52224 2.39597
H1 -0.66976 -0.10126 1.76521
H2 1.24602 2.40981 1.48558
H3 1.46306 0.34601 1.34697
H4 0.59923 1.92870 0.70153
C2 -0.31740 -1.27918 -0.82345
C3 0.71992 -0.57816 -1.70013
C4 -1.63418 -0.50404 -0.74037
H5 0.09890 -1.42630 0.18149
H6 -0.50966 -2.28372 -1.21015
H7 -1.47437 0.50143 -0.34235
H8 0.94264 0.42202 -1.32011
H9 0.34917 -0.46422 -2.72120
H10 1.65342 -1.14178 -1.74584
H11 -2.08589 -0.40104 -1.72901
H12 -2.35843 -1.00606 -0.09450

The net atomic charges from Mulliken, expressed in e, are: 0.11 -0.56 -0.45 0.31 0.35 0.29 -0.07 -0.06 -1.13 -1.21 0.18 0.33 0.28 0.22 0.39 0.31 0.39 0.32

# 5
Molecular formula: C7H10N4O7P2STc
Method: DFT, the ωB97M-V functional and the def2-TZVPD basis

## Properties
orbital gap (spin up / spin down)	0.216 / 0.186	Ha
2S+1	3
charge	+1

Atoms and positions in Å:
Tc1 1.71410 0.02609 -0.19504
N1 -1.84547 -1.39487 -2.82053
C1 -1.45720 -0.18919 -1.99633
C2 -2.45421 0.93736 -2.20442
P1 0.22106 0.21752 -2.67869
O1 0.62270 1.66053 -2.09683
O2 0.08800 0.11613 -4.13698
O3 1.22714 -0.70009 -1.95806
P2 -1.38351 -0.63330 -0.19478
O4 -0.84381 -2.13976 -0.38043
O5 -2.66761 -0.49978 0.47755
O6 -0.20683 0.22569 0.34545
H1 -1.43655 -1.26006 -3.76268
H2 -2.85750 -1.51650 -2.87439
H3 -1.43605 -2.23095 -2.38455
H4 -2.51500 1.24387 -3.25023
H5 -2.16624 1.79773 -1.60087
H6 -3.44007 0.63175 -1.84993
H7 0.51767 2.37902 -2.74200
H8 -0.79942 -2.56894 0.50097
N2 2.39076 2.30471 3.25098
C3 1.93159 1.18327 2.68818
O7 2.16964 1.04683 1.41464
C4 1.27760 0.24074 3.51207
C5 0.83287 -1.01916 3.07799
N3 0.47119 -2.07274 2.77259
C6 1.02019 0.58180 4.86181
N4 0.79048 0.88178 5.94989
H9 2.85845 2.98828 2.68149
H10 2.27726 2.48719 4.23441
S1 2.77495 -3.05636 0.88015
C7 2.32383 -1.66860 0.47856

The net atomic charges from Mulliken, expressed in e, are: 1.04 -0.26 0.75 -1.89 0.96 -0.49 -0.78 -0.62 0.93 -0.57 -0.71 -0.44 0.38 0.37 0.35 0.48 0.44 0.47 0.35 0.37 -0.38 0.96 -0.69 0.49 0.02 -0.58 -0.38 -0.42 0.24 0.20 0.01 0.42

Energy above the lowest of the compared OMol25 structures with the same formula, charge and spin list, top to bottom, in kJ/mol: 374.7, 590.1, 95.6, 366.5, 27.9